# 1
2 unconnected molecules or ions with the total composition C2H2N2OS in a non-equilibrium geometry, computed with the ωB97M-V functional and the def2-TZVPD basis.

Electronic energy: -660.1510 a.u.
Gap between HOMO and LUMO (spin up / spin down): 7.838 / 7.784 eV

Each line ends with the natural charge from an NBO analysis.
Element x y z (Å)
C  -1.985  -0.861  -1.308  0.14
C  -1.929  -0.599  0.017  -0.36
N  -2.092  -1.388  -2.336  -0.22
N  0.148  0.207  0.677  -0.64
O  -2.801  -0.535  2.387  -0.88
S  -3.187  -0.754  1.032  1.27
H  -0.132  -0.007  1.611  0.35
H  0.813  -0.510  0.317  0.35

# 2
A molecular structure, C2H2N2S in a non-equilibrium geometry, computed with the ωB97M-V functional and the def2-TZVPD basis.

Electronic energy: -585.0945 a.u.
Gap between HOMO and LUMO: 10.249 eV

Each line ends with the natural charge from an NBO analysis.
Element x y z (Å)
N  0.406  -0.425  -1.366  -0.53
N  -1.262  0.750  0.143  -0.54
S  -1.053  0.431  -1.516  0.73
C  0.682  -0.411  -0.108  -0.04
C  -0.243  0.212  0.774  -0.05
H  1.567  -0.916  0.223  0.21
H  -0.096  0.358  1.850  0.22

# 3
A molecular structure, C2H2N3O in a non-equilibrium geometry, computed with the ωB97M-V functional and the def2-TZVPD basis.

Electronic energy: -316.3666 a.u.
Total charge: +1
Gap between HOMO and LUMO: 10.008 eV

Each line ends with the natural charge from an NBO analysis.
Element x y z (Å)
C  -0.853  1.141  -0.001  0.29
C  -1.656  -0.403  0.325  0.72
N  -2.145  0.891  -0.063  -0.27
N  0.067  -1.187  0.054  -0.09
N  -0.365  -0.018  0.798  -0.22
O  -1.259  -1.448  -0.309  -0.19
H  -0.352  2.052  -0.414  0.31
H  0.526  -2.043  0.599  0.45

# 4
2 unconnected molecules or ions with the total composition C2H2N3O2 in a non-equilibrium geometry, computed with the ωB97M-V functional and the def2-TZVPD basis.

Electronic energy: -391.6044 a.u.
Total charge: +1
Gap between HOMO and LUMO (spin up / spin down): 7.320 / 7.249 eV

Each line ends with the natural charge from an NBO analysis.
Element x y z (Å)
C  1.302  -0.604  -0.570  0.39
C  -3.092  0.010  0.197  0.82
N  -1.962  0.186  -0.165  -0.28
N  -0.915  0.127  -0.764  -0.10
N  1.927  0.108  0.090  0.05
O  -4.186  -0.252  0.442  -0.35
O  3.009  0.544  0.685  -0.40
H  1.019  -1.017  -1.536  0.31
H  2.897  0.897  1.620  0.55

# 5
2 unconnected molecules or ions with the total composition C2H2N3OS in a non-equilibrium geometry, computed with the ωB97M-V functional and the def2-TZVPD basis.

Electronic energy: -714.9987 a.u.
Total charge: -1
Gap between HOMO and LUMO (spin up / spin down): 5.048 / 5.031 eV

Each line ends with the natural charge from an NBO analysis.
Element x y z (Å)
C  -0.318  -1.773  1.960  0.43
C  -2.324  -0.698  1.237  0.45
N  0.670  -2.224  2.355  -0.40
N  0.125  0.594  0.277  -0.73
N  -1.182  -1.345  1.171  -0.42
O  -2.638  0.272  0.624  -0.65
S  -3.408  -1.489  2.273  -0.34
H  -0.739  1.039  0.681  0.34
H  -0.169  0.494  -0.837  0.32

# 6
C2H2N4 in the gas phase in a non-equilibrium geometry, computed with the ωB97M-V functional and the def2-TZVPD basis.

Electronic energy: -296.3484 a.u.
SMILES: c1ncnnn1
Gap between HOMO and LUMO: 9.388 eV

Each line ends with the natural charge from an NBO analysis.
Element x y z (Å)
C  -1.083  -0.332  -0.294  0.21
N  -0.078  -1.063  0.301  -0.42
C  1.031  -0.393  0.386  0.25
N  1.096  0.982  0.350  -0.23
N  0.094  1.661  -0.023  0.06
N  -1.061  0.940  -0.582  -0.28
H  -1.979  -0.856  -0.635  0.20
H  2.001  -0.884  0.504  0.20

# 7
C2H2N4 in the gas phase in a non-equilibrium geometry, computed with the ωB97M-V functional and the def2-TZVPD basis.

Electronic energy: -296.3221 a.u.
SMILES: c1cnnnn1
Gap between HOMO and LUMO: 9.473 eV

Each line ends with the natural charge from an NBO analysis.
Element x y z (Å)
C  0.326  0.855  0.095  0.00
C  0.838  -0.445  -0.039  0.00
N  -0.042  -1.450  -0.037  -0.19
N  -1.319  -1.193  0.071  -0.02
N  -1.781  0.065  -0.022  -0.03
N  -0.966  1.130  -0.076  -0.18
H  1.035  1.636  0.115  0.20
H  1.909  -0.598  -0.107  0.22

# 8
C2H2N4 in the gas phase in a non-equilibrium geometry, computed with the ωB97M-V functional and the def2-TZVPD basis.

Electronic energy: -296.2989 a.u.
Gap between HOMO and LUMO: 10.876 eV

Each line ends with the natural charge from an NBO analysis.
Element x y z (Å)
C  0.391  0.291  -0.155  -0.02
N  -0.384  0.027  1.032  -0.38
N  -1.567  0.385  0.989  0.26
N  -2.659  0.658  1.083  -0.04
N  0.235  -0.627  -1.340  -0.29
C  1.273  -0.731  -0.641  0.07
H  0.547  1.345  -0.382  0.18
H  2.164  -1.348  -0.585  0.22

# 9
C2H2N4 in the gas phase in a non-equilibrium geometry, computed with the ωB97M-V functional and the def2-TZVPD basis.

Electronic energy: -296.2986 a.u.
SMILES: c1cnnnn1
Gap between HOMO and LUMO: 9.495 eV

Each line ends with the natural charge from an NBO analysis.
Element x y z (Å)
C  0.923  0.282  -0.324  0.01
C  0.212  -0.742  0.491  0.02
N  -1.043  -0.931  0.372  -0.23
N  -1.792  0.156  -0.035  -0.01
N  -1.170  1.208  -0.520  -0.03
N  0.161  1.276  -0.812  -0.21
H  2.052  0.329  -0.392  0.23
H  0.657  -1.577  1.220  0.23

# 10
C2H2N4 in the gas phase in a non-equilibrium geometry, computed with the ωB97M-V functional and the def2-TZVPD basis.

Electronic energy: -296.2712 a.u.
SMILES: c1ncnnn1
Gap between HOMO and LUMO: 8.694 eV

Each line ends with the natural charge from an NBO analysis.
Element x y z (Å)
C  0.979  -0.623  -0.568  0.22
N  0.927  0.567  0.625  -0.38
C  -0.323  0.869  0.753  0.15
N  -1.501  0.273  0.311  -0.23
N  -1.319  -0.940  -0.103  0.06
N  -0.149  -1.185  -0.685  -0.29
H  1.556  -0.657  -1.543  0.24
H  -0.276  1.748  1.400  0.23

# 11
C2H2N4O in the gas phase in a non-equilibrium geometry, computed with the ωB97M-V functional and the def2-TZVPD basis.

Electronic energy: -371.4810 a.u.
Gap between HOMO and LUMO (spin up / spin down): 9.033 / 9.032 eV

Each line ends with the natural charge from an NBO analysis.
Element x y z (Å)
C  0.741  1.194  -0.081  0.14
C  0.539  -1.111  0.019  0.27
N  1.267  -0.104  0.137  -0.46
N  -0.454  1.520  -0.069  -0.29
N  -0.822  -1.191  -0.303  -0.30
N  -1.475  -0.166  -0.069  0.48
O  -2.591  0.124  0.157  -0.25
H  1.648  1.817  0.028  0.21
H  1.148  -2.083  0.181  0.21

# 12
C2H2N4O in the gas phase in a non-equilibrium geometry, computed with the ωB97M-V functional and the def2-TZVPD basis.

Electronic energy: -371.5549 a.u.
SMILES: [O-][n+]1ncncn1
Gap between HOMO and LUMO: 9.483 eV

Each line ends with the natural charge from an NBO analysis.
Element x y z (Å)
O  -3.156  1.327  -0.790  -0.39
N  -1.992  0.844  -0.386  0.42
N  -1.631  -0.265  -0.994  -0.26
C  -0.408  -0.677  -0.791  0.27
N  0.464  -0.075  0.009  -0.47
C  -0.052  0.944  0.678  0.27
N  -1.264  1.439  0.516  -0.26
H  -0.103  -1.562  -1.334  0.21
H  0.585  1.419  1.413  0.21

Among the records above, which one has the lowest electronic energy?
C2H2N3OS

Which formula does entry 5 have?
C2H2N3OS

Which formula does entry 12 have?
C2H2N4O

Which value of electronic energy does entry 10 give?
-296.2712 a.u.